Record 1
The following is a DFT calculation (wB97M-V/def2-TZVPD) of a structure of composition C17H26AsBr2LaN5S at a distorted geometry.

XYZ file:
```
53
Properties=species:S:1:pos:R:3:forces:R:3:mulliken_charge:R:1
La 0.702139 -0.345089 -1.088322 -0.338 -0.568 0.208 1.609
N 2.794196 0.854110 -2.597701 -1.024 0.028 -1.310 -0.605
N 2.747013 2.226470 -2.249779 0.810 0.299 -0.516 -0.170
C 1.571401 2.900305 -2.326620 -0.432 -1.496 0.356 0.645
N 1.646656 4.191162 -2.207272 -0.806 2.569 -0.187 -0.367
S 0.113595 1.971504 -2.468794 -0.139 1.334 -0.381 -0.469
H 3.628643 0.494244 -2.212633 1.375 -0.404 0.503 0.334
H 2.863160 0.701509 -3.642531 -0.186 0.435 1.272 0.302
H 3.598807 2.778282 -2.429161 -0.374 -0.545 0.074 0.279
H 2.570007 4.651624 -2.204492 -0.760 -0.229 0.033 0.228
H 0.819772 4.867803 -2.223624 1.420 -1.688 -0.029 0.289
Br -6.380906 -1.474349 -1.135702 0.285 0.239 -0.079 -0.034
C -4.547723 -1.176069 -1.397850 -0.881 -0.229 0.016 -0.043
C -4.033810 0.099268 -1.584544 0.447 -0.639 0.597 -0.843
C -2.663430 0.211416 -1.717346 -0.185 0.855 -0.099 0.023
N -1.802747 -0.842456 -1.651668 -0.084 1.493 0.080 -0.078
C -2.339977 -2.051148 -1.481653 -0.644 -1.242 0.259 0.554
C -3.712181 -2.270429 -1.379399 0.590 0.103 -0.130 -0.554
C -1.384766 -3.197393 -1.370290 -0.654 2.521 0.025 0.465
C -1.792384 -4.470635 -1.554472 0.963 -1.143 -0.032 -0.638
C -0.801346 -5.466398 -1.564038 -1.066 -0.378 0.099 -0.067
Br -1.304742 -7.212000 -1.915557 0.069 -0.126 0.051 -0.012
C 0.505394 -5.135360 -1.284048 0.635 0.439 0.242 -0.711
C 0.792412 -3.791853 -1.125457 1.008 0.608 0.841 0.123
N -0.124427 -2.785998 -1.128283 1.235 -1.523 -0.583 0.003
H -4.700488 0.924406 -1.447933 -0.005 0.611 -0.454 0.464
H -2.277566 1.241603 -1.878258 0.025 -1.001 0.199 0.333
H -4.158796 -3.248076 -1.254168 0.265 0.024 0.051 0.401
H -2.824289 -4.720956 -1.673369 -0.280 -0.148 -0.278 0.470
H 1.277944 -5.886205 -1.115482 -0.203 0.217 -0.399 0.453
H 1.856792 -3.512786 -0.904192 -0.994 -0.182 -0.196 0.295
C -1.953772 1.388936 2.446371 0.725 0.739 -1.356 -0.998
C -0.684286 0.617382 2.835745 -1.577 -1.261 0.754 -0.465
As 0.689991 1.164880 1.712039 2.083 0.073 -1.179 0.141
C 1.317592 3.036944 1.977637 -0.670 -0.153 -1.120 -0.657
C 1.044467 3.782888 3.266872 -0.130 0.041 1.387 -1.246
C 2.237139 0.188238 2.468312 -1.156 -1.540 -0.027 -0.692
C 2.787556 -1.042151 1.663979 1.066 1.136 1.226 -1.208
H -2.842558 1.142638 2.944045 -0.986 -0.581 1.222 0.417
H -2.236800 1.244793 1.374021 0.535 -0.014 0.512 0.143
H -1.810178 2.473626 2.568396 0.003 -0.308 0.043 0.229
H -0.798670 -0.503674 2.709504 0.052 1.165 0.029 0.369
H -0.335350 0.738613 3.866454 -0.404 0.256 -0.020 0.461
H 0.895525 3.624888 1.139685 -0.067 -0.301 0.388 0.335
H 2.345339 2.876106 1.648602 0.320 0.277 0.623 0.525
H 0.004096 4.089128 3.336462 -0.141 0.228 -0.445 0.337
H 1.657831 4.685081 3.353119 -0.076 -0.099 -0.289 0.363
H 1.156718 3.290540 4.253126 0.495 -0.420 -0.778 0.321
H 1.917303 -0.112420 3.483725 0.082 -0.293 -0.527 0.448
H 2.995352 0.880008 2.679640 1.251 1.081 -0.114 0.549
H 2.159801 -1.903023 1.702317 -0.769 -0.642 -0.002 0.351
H 3.738890 -1.356105 2.167235 -0.700 0.162 -0.611 0.403
H 3.075686 -0.833842 0.617361 -0.012 0.223 0.051 0.199
```
Positions in Å, forces in eV/Å.

Total energy   -8749.85410 a.u.
Energy above the lowest of the compared OMol25 structures with the same formula, charge and spin   84.7 kJ/mol
Kohn-Sham gap   7.9 eV
HOMO energy   -17.290 eV
Charge   +3



Record 2
The following is a DFT calculation (wB97M-V/def2-TZVPD) of a cluster of 2 separate species, C4H12 in total at a distorted geometry.

XYZ file:
```
16
Properties=species:S:1:pos:R:3:forces:R:3:mulliken_charge:R:1
C -1.092523 1.993429 -0.579117 -0.438 -0.563 -1.408 -0.849
C -0.007594 2.328751 0.435548 0.465 -0.875 -1.259 -0.633
H -1.576480 1.015476 -0.441746 0.153 0.235 0.440 0.212
H -1.898166 2.707771 -0.675782 -0.190 0.426 0.396 0.324
H -0.733775 1.921042 -1.630268 0.315 0.094 0.688 0.270
H -0.403661 2.691720 1.376100 0.233 0.245 0.038 0.283
H 0.765461 2.936305 -0.049670 -0.459 0.656 0.522 0.277
H 0.558668 1.411587 0.580255 -0.073 -0.249 0.584 0.116
C 0.292111 -1.983696 0.798582 0.029 -0.591 -0.681 -0.789
C 0.806742 -2.318384 -0.626860 -1.411 1.401 0.101 -0.798
H -0.024710 -2.895879 1.289812 0.596 -0.279 0.525 0.312
H 1.119751 -1.468089 1.276864 -0.218 -0.106 0.630 0.245
H -0.617897 -1.385206 0.891165 0.240 0.360 -0.638 0.223
H 0.206321 -3.039114 -1.170626 -0.039 -0.326 0.142 0.304
H 1.837541 -2.602918 -0.615803 0.546 -0.380 0.068 0.290
H 0.727498 -1.396798 -1.211333 0.250 -0.049 -0.148 0.211
```
Positions in Å, forces in eV/Å.

SMILES string   CC.CC
Total energy   -159.57047 a.u.
Energy above the lowest of the compared OMol25 structures with the same formula, charge and spin   38.1 kJ/mol
Kohn-Sham gap   12.7 eV
HOMO energy   -11.616 eV



Record 3
The following is a DFT calculation (wB97M-V/def2-TZVPD) of a structure of composition C22H36EuO2P2 at a distorted geometry.

XYZ file:
```
63
Properties=species:S:1:pos:R:3:forces:R:3:lowdin_spin:R:1
P 0.132784 -1.629480 -2.974128 -2.554 -0.513 -0.867 0.060
P 0.102839 2.037988 -2.254388 -2.099 -1.114 -1.017 0.026
C 0.401375 -0.192595 -4.079172 0.050 0.271 -0.218 0.016
C 1.066699 1.054631 -3.457334 0.078 0.056 -0.412 0.042
H -0.504762 0.054148 -4.655700 0.230 -0.192 0.580 0.001
H 1.124893 -0.602672 -4.807377 -0.092 0.169 0.130 0.005
H 2.032656 0.777903 -3.007015 -0.174 0.183 0.088 0.046
H 1.280158 1.755868 -4.277902 0.167 -0.170 0.142 0.006
C -0.740778 3.372515 -3.150568 0.303 0.493 -0.175 0.015
H -1.033610 4.139142 -2.426185 0.118 -0.078 -0.052 0.003
H -1.665042 3.024706 -3.625134 0.272 -0.280 0.105 0.002
H -0.102631 3.830956 -3.907809 0.035 0.062 0.080 0.003
C 1.302114 2.728467 -1.092763 -0.627 0.577 0.098 0.120
H 1.739612 3.600278 -1.600329 -0.032 -0.122 0.118 0.019
H 2.163215 2.035221 -0.885593 -0.063 -0.114 -0.518 0.130
H 0.818622 3.086733 -0.167132 0.102 -0.130 -0.307 0.006
C -0.950929 -2.787765 -3.869027 0.166 0.012 -0.665 0.016
H -1.230866 -3.625841 -3.215394 0.249 0.291 -0.171 0.006
H -0.435072 -3.173962 -4.756415 -0.169 0.014 0.101 0.001
H -1.870900 -2.275259 -4.173708 0.255 -0.032 0.177 0.002
C 1.779554 -2.396167 -3.075012 0.210 0.006 0.239 0.029
H 2.548959 -1.613343 -3.082116 -0.075 -0.269 0.108 0.019
H 1.816305 -2.949263 -4.022776 0.127 0.099 0.255 0.004
H 1.954801 -3.072825 -2.230914 0.066 0.124 -0.283 0.003
Eu 2.462317 1.153507 1.342931 0.208 -0.931 0.905 5.464
C -1.488527 1.108360 -1.705925 1.128 0.920 2.342 0.006
C -2.218319 0.125817 -2.504121 1.442 -1.494 -2.272 0.009
C -3.362418 -0.474038 -1.760979 -0.473 -0.222 0.479 0.027
C -3.048953 -1.672308 -0.771452 -1.487 0.033 -0.065 0.099
C -1.834036 -2.415584 -1.012622 0.344 -1.044 -0.262 0.548
C -0.515208 -1.879047 -1.262427 2.434 0.948 1.013 0.100
C -0.048228 -0.604646 -0.447271 -0.384 -0.538 0.145 0.043
C -1.082002 0.515537 -0.313131 -0.102 0.085 0.257 0.005
C 1.600841 -1.087687 2.425745 0.502 0.593 -0.663 0.004
H -2.131340 1.976276 -1.495269 0.085 0.685 0.333 0.000
H -2.418782 0.336860 -3.580105 -0.037 0.300 0.875 0.001
H -4.125031 -0.831193 -2.480457 0.406 0.173 0.325 0.001
H -3.855788 0.285068 -1.122240 -0.270 -0.040 -0.122 0.002
H -3.106685 -1.357007 0.291141 0.077 0.104 -0.356 0.040
H -3.853160 -2.425428 -0.833312 -0.036 0.389 -0.035 0.004
H -1.907315 -3.506147 -0.920460 0.183 0.433 -0.105 0.025
H 0.213436 -2.692910 -1.040631 -0.269 0.251 0.436 0.006
H 0.825746 -0.185241 -0.984486 0.207 -0.102 0.180 0.025
H 0.335106 -0.909820 0.551706 -0.251 0.175 -0.508 0.000
H -1.974475 0.134810 0.209088 0.476 0.401 -0.226 0.002
H -0.664000 1.298760 0.372958 -0.311 -0.435 -0.510 0.003
H 2.526638 -0.982062 3.023865 -0.481 -0.475 0.120 0.000
H 1.606615 -2.064967 1.922816 -0.077 0.027 0.246 -0.001
H 0.710194 -0.960064 3.057933 0.241 -0.203 -0.007 0.000
O 1.304471 2.129480 3.182262 0.843 -0.494 1.202 0.000
C 2.093305 1.528721 4.033956 0.535 0.751 -1.997 0.001
O 3.288982 1.218102 3.680777 -1.500 0.597 0.836 0.003
C 1.511201 1.110350 5.338593 -0.223 -0.320 0.293 0.000
C 2.295777 0.521288 6.340280 0.026 0.315 -0.173 0.000
C 1.696503 -0.076789 7.441604 -0.458 0.126 -0.019 0.000
C 0.291110 -0.097016 7.522830 0.363 0.301 -0.224 0.000
C -0.495465 0.565181 6.566649 0.094 -0.007 0.096 0.000
C 0.117667 1.187110 5.477982 0.412 -0.030 0.216 0.000
H 3.380553 0.591273 6.263976 -0.258 -0.242 -0.149 0.000
H 2.323013 -0.508002 8.235360 -0.437 0.129 -0.419 0.000
H -0.177424 -0.599674 8.359749 -0.069 0.043 -0.015 0.000
H -1.589314 0.602033 6.669124 0.575 -0.082 0.009 0.000
H -0.417010 1.761693 4.717455 -0.002 -0.464 0.282 0.000
```
Positions in Å, forces in eV/Å.

Total energy   -2402.99413 a.u.
Energy above the lowest of the compared OMol25 structures with the same formula, charge and spin   674.5 kJ/mol
Kohn-Sham gap (spin up / spin down)   3.6 / 4.8 eV
HOMO energy (spin up / spin down)   -3.530 / -5.272 eV
Spin multiplicity   8



Record 4
The following is a DFT calculation (wB97M-V/def2-TZVPD) of a cluster of 7 separate species, C7H28O7 in total at a distorted geometry.

XYZ file:
```
42
Properties=species:S:1:pos:R:3:forces:R:3:lowdin_spin:R:1
C -4.458513 1.724630 1.022018 -0.178 -0.194 -0.327 0.064
O -4.569943 0.762200 0.016988 -1.064 1.928 -0.735 0.361
H -4.877693 1.304630 1.936338 0.103 -0.149 0.541 0.034
H -3.413353 1.984910 1.189348 0.270 0.013 0.246 0.022
H -5.037543 2.619010 0.792008 0.047 -0.239 -0.350 0.001
H -4.052023 -0.035770 0.145838 0.652 -1.296 0.578 0.002
C 1.250417 1.330380 -3.472022 0.020 1.621 0.273 0.000
O 1.477397 2.546500 -2.707892 0.011 -0.436 0.168 0.000
H 0.234327 1.423200 -3.855502 0.025 -0.620 -0.257 0.000
H 1.991847 1.377650 -4.269612 -0.150 -0.891 -0.057 0.000
H 1.345587 0.510900 -2.759632 0.172 -0.106 -0.439 0.000
H 1.380297 3.274700 -3.325872 -0.007 0.236 0.171 0.000
C 0.211347 -3.275430 -1.175322 0.768 -0.416 -0.709 0.000
O 0.427437 -3.682900 0.163028 -0.665 0.703 0.464 0.000
H -0.100363 -2.258120 -1.411962 -0.140 0.536 1.150 0.000
H 1.183957 -3.331500 -1.664192 -0.276 -0.427 -0.703 0.000
H -0.570793 -3.879120 -1.635662 0.348 -0.406 -0.146 0.000
H 1.323737 -4.014900 0.252658 -0.105 0.044 -0.049 0.000
C 3.005377 2.116860 2.210548 0.737 -0.285 1.571 0.081
O 1.911477 2.965530 2.072138 1.067 -0.473 0.256 0.351
H 3.727447 2.065810 1.395608 -0.039 0.540 -0.777 0.039
H 3.574337 2.335680 3.114158 -0.179 0.429 -0.090 0.002
H 2.729747 1.064920 2.284988 -0.560 -0.412 -0.090 0.030
H 1.403157 2.520800 1.389908 -1.224 0.073 -1.226 0.002
C 2.907127 -1.221910 0.266558 -0.737 -0.128 -1.141 0.000
O 3.716747 -1.323730 1.395778 0.338 -0.027 0.271 0.001
H 1.854157 -1.345910 0.519478 0.030 0.059 0.262 0.000
H 3.025737 -0.290550 -0.287162 0.065 0.441 0.187 0.000
H 3.127637 -1.986720 -0.478122 0.057 -0.312 0.022 0.000
H 4.516197 -1.762170 1.095368 0.236 0.063 0.385 0.000
C -0.424063 0.885420 -0.426892 -0.678 0.022 0.273 0.000
O 0.476087 1.981680 -0.242232 -0.625 -1.027 0.573 -0.001
H -1.365513 1.067390 0.091438 0.084 0.233 0.419 0.000
H -0.771063 0.744740 -1.450562 0.485 0.193 -0.290 0.000
H -0.042523 -0.069340 -0.065002 0.311 0.045 0.039 0.000
H 0.842007 2.152310 -1.113202 0.527 0.732 -0.539 0.000
C -2.762203 -1.560190 1.799258 -0.330 -0.692 -0.104 0.001
O -3.586643 -1.535790 0.651058 -0.087 0.214 -1.323 0.010
H -3.487163 -1.762100 2.587768 0.836 0.353 0.845 0.001
H -2.050273 -2.377650 1.685128 0.202 0.093 0.367 0.001
H -2.227113 -0.610910 1.824658 -0.175 -0.080 0.471 0.000
H -3.846823 -2.435150 0.438778 -0.174 0.044 -0.180 0.000
```
Positions in Å, forces in eV/Å.

Total energy   -809.66739 a.u.
Energy above the lowest of the compared OMol25 structures with the same formula, charge and spin   229.3 kJ/mol
Kohn-Sham gap (spin up / spin down)   11.0 / 2.0 eV
HOMO energy (spin up / spin down)   -13.027 / -11.584 eV
Spin multiplicity   2
Charge   +1



Record 5
The following is a DFT calculation (wB97M-V/def2-TZVPD) of a cluster of 2 separate species, C2H4INO2 in total at a distorted geometry.

XYZ file:
```
10
Properties=species:S:1:pos:R:3:forces:R:3:mulliken_charge:R:1
O -0.161474 -0.891166 4.377515 -2.793 -2.022 1.967 -0.389
C 0.590725 -0.182020 3.909008 -0.144 -0.071 -0.379 0.552
N 1.457884 0.352180 3.341005 3.067 2.031 -1.634 -0.435
I 2.010905 2.097915 2.622002 -0.127 0.044 0.021 0.264
C -1.119167 0.428203 0.012517 3.700 -1.054 -2.184 -0.599
O 0.117424 -0.279334 0.439894 0.133 0.952 -0.862 -0.479
H -0.906329 0.530153 -1.061065 -0.720 1.035 0.206 0.262
H -1.427121 1.308872 0.508887 0.390 0.946 0.735 0.231
H -1.827739 -0.293449 0.033111 -2.679 -1.999 0.489 0.294
H 0.664820 -0.355951 -0.389621 -0.826 0.140 1.641 0.300
```
Positions in Å, forces in eV/Å.

SMILES string   O=C=NI.CO
Total energy   -581.46658 a.u.
Energy above the lowest of the compared OMol25 structures with the same formula, charge and spin   171.4 kJ/mol
Kohn-Sham gap   9.0 eV
HOMO energy   -9.514 eV



Record 6
The following is a DFT calculation (wB97M-V/def2-TZVPD) of an isolated molecule of C4H12N2 at a distorted geometry.

XYZ file:
```
18
Properties=species:S:1:pos:R:3:forces:R:3:mulliken_charge:R:1
C 2.048779 -0.488825 1.125788 1.662 -1.519 -1.147 -1.450
C 0.589743 -0.446239 0.746179 -0.670 0.556 2.385 0.448
N -0.090816 0.412059 1.789681 -0.893 0.107 -0.948 -0.673
C 0.243777 0.193929 -0.562835 -0.958 0.947 -1.047 -0.643
C -1.045281 -0.399121 -1.213374 0.018 0.567 1.987 -0.516
N -1.745151 0.640217 -1.951326 0.748 -0.452 -1.262 -0.548
H 2.659131 0.303497 0.651408 -0.536 0.069 0.593 0.309
H 2.257553 -0.596709 2.194523 -0.351 0.518 -0.091 0.361
H 2.529974 -1.401369 0.729976 -0.175 0.079 -0.183 0.336
H 0.072277 -1.431995 0.763851 0.723 0.327 0.290 0.303
H 0.092117 0.283011 2.774960 0.415 -0.578 -0.203 0.225
H 0.114135 1.376364 1.564671 -0.016 0.046 0.154 0.200
H 1.065861 0.322817 -1.283232 -0.125 -0.487 0.192 0.343
H -0.101699 1.220185 -0.367305 0.463 -0.094 0.036 0.262
H -0.785039 -1.310545 -1.754095 -0.386 0.200 -0.424 0.387
H -1.703277 -0.679279 -0.359363 0.537 -0.230 -0.387 0.264
H -2.544355 1.068032 -1.515217 -0.064 -0.375 0.096 0.203
H -1.928868 0.334733 -2.892949 -0.394 0.320 -0.040 0.190
```
Positions in Å, forces in eV/Å.

SMILES string   C[C@@H](N)CCN
Total energy   -269.08146 a.u.
Energy above the lowest of the compared OMol25 structures with the same formula, charge and spin   91.6 kJ/mol
Kohn-Sham gap   10.0 eV
HOMO energy   -8.827 eV



Q: Look up the energy above the lowest of the compared OMol25 structures with the same formula, charge and spin of the fifth one.
A: 171.4 kJ/mol



Q: Which of these has the highest total energy?
A: C4H12